ORCA calculation (the ωB97M-V functional and the def2-TZVPD basis) on a 2-piece molecular cluster, C2H10NS overall.

Structure (ORCA input):
```
! wB97M-V def2-TZVPD RIJCOSX def2/J DEFGRID3
* xyz 0 2
N -1.94 0.68 -1.06
H -2.10 0.01 -0.30
H -1.67 0.10 -1.87
H -1.05 1.00 -0.78
H -2.75 1.21 -1.09
C 0.09 -1.84 0.42
C 0.50 -0.54 0.99
S 1.00 0.80 -0.14
H -0.87 -1.63 -0.17
H 0.80 -2.43 -0.13
H -0.25 -2.52 1.29
H 1.33 -0.71 1.72
H -0.36 -0.11 1.69
H 0.91 1.84 0.76
*
```

## Properties
⟨S²⟩: 0.75
Lowest unoccupied orbital energy (spin up / spin down) in eV: 0.729 / 0.500
Strongest force on any atom in eV Å⁻¹: 3.9
Calculated total energy in eV: -14557.5486
Relative energy (zero: lowest compared OMol25 entry of this formula, charge and spin) in kcal per mole: 25.3

These are the Löwdin partial charges, in e, on atoms 1 to 5:
1. N 0.09
2. H 0.02
3. H 0.06
4. H -0.08
5. H 0.02